Record 1
{
  "formula": "C3H9N5",
  "method": "ωB97M-V/def2-TZVPD",
  "symbols": ["N", "C", "N", "N", "N", "C", "C", "N", "H", "H", "H", "H", "H", "H", "H", "H", "H"],
  "positions_angstrom": [[0.18057, -0.61911, 0.18848], [-1.21092, 0.53067, 0.17683], [1.04975, -0.53067, 1.30342], [0.14407, -1.90412, -0.38506], [-2.31929, 0.25231, 0.87130], [-0.65191, 1.32540, -0.68898], [0.78386, 0.62824, -1.03326], [1.90695, 1.28112, -0.81256], [0.76940, 0.28668, 1.84145], [1.96422, -0.28733, 0.90199], [-0.57875, -2.42549, 0.10723], [1.02054, -2.40228, -0.22626], [-3.20828, 0.34160, 0.39554], [-2.17816, -0.14750, 1.79092], [2.48350, 1.33326, -1.64953], [-0.85746, 2.36862, -0.87544], [0.70191, -0.03140, -1.90606]],
  "nbo_charge": [-0.099, 0.361, -0.699, -0.658, -0.840, -0.306, 0.167, -0.950, 0.363, 0.383, 0.344, 0.365, 0.418, 0.409, 0.351, 0.233, 0.156],
  "e_homo_ev": -7.22,
  "charge": 0
}

***

Record 2
{
  "formula": "C6H6NO3P",
  "method": "ωB97M-V/def2-TZVPD",
  "symbols": ["N", "C", "C", "C", "C", "C", "C", "P", "O", "O", "O", "H", "H", "H", "H", "H", "H"],
  "positions_angstrom": [[-1.93062, -3.03162, 0.26303], [-0.79884, -2.46913, -0.08830], [0.31492, -2.31206, -0.57457], [1.55153, -1.82784, -0.76034], [1.87742, -0.48616, -0.75918], [1.19859, 0.63433, -0.19619], [-0.10002, 0.87214, -0.01176], [-0.73960, 2.52073, 0.37071], [-1.91785, 2.79795, -0.52494], [0.30694, 3.53953, 0.58246], [-1.34940, 2.06082, 1.99358], [-2.71668, -2.31737, 0.60491], [2.27519, -2.56373, -1.11143], [2.78478, -0.13307, -1.24013], [1.76412, 1.52537, -0.09018], [-0.88886, 0.03064, -0.16702], [-1.63162, 1.15946, 1.70934]],
  "nbo_charge": [-0.910, 0.267, -0.353, -0.197, -0.361, -0.217, -0.661, 2.312, -1.187, -1.188, -1.031, 0.313, 0.169, 0.164, 0.201, 0.222, 0.458],
  "e_homo_ev": [0.40, 0.40],
  "smiles": "N=C=C=C/C=C\\C=P([O-])([O-])O",
  "charge": -2
}

***

Record 3
{
  "formula": "C2H4N2O",
  "method": "ωB97M-V/def2-TZVPD",
  "symbols": ["N", "C", "N", "C", "O", "H", "H", "H", "H"],
  "positions_angstrom": [[1.43481, -0.28433, 2.52633], [1.44199, -0.13841, 1.36651], [-0.15035, 0.56360, -1.24040], [-1.19870, -0.29324, -1.32636], [-2.26017, -0.05543, -1.86679], [1.40750, -0.40536, 3.51779], [0.60358, 0.36566, -0.59361], [-0.30553, 1.51924, -1.52626], [-0.97313, -1.27173, -0.85720]],
  "nbo_charge": [-0.707, 0.273, -0.836, 0.525, -0.611, 0.454, 0.411, 0.392, 0.099],
  "e_homo_ev": -9.66,
  "charge": 0
}

***

Record 4
{
  "formula": "C4H11N3",
  "method": "ωB97M-V/def2-TZVPD",
  "symbols": ["C", "N", "C", "N", "H", "H", "H", "H", "H", "H", "C", "N", "C", "H", "H", "H", "H", "H"],
  "positions_angstrom": [[0.88334, 1.56927, -0.00941], [0.73681, 0.91565, 1.28929], [-0.13693, 1.33374, 2.08449], [-1.10012, 2.36763, 1.80450], [0.42845, 0.98167, -0.80710], [1.94061, 1.68825, -0.23127], [0.40962, 2.55064, 0.03482], [-0.19647, 0.91823, 3.09153], [-1.95062, 1.92171, 1.46646], [-1.39312, 2.79945, 2.67543], [0.83592, -2.06665, -2.44795], [-0.35088, -1.90711, -2.06267], [-0.63012, -2.15802, -0.64560], [1.06484, -1.94275, -3.50397], [1.65081, -2.30428, -1.75535], [-1.04996, -1.24178, -0.23187], [0.25108, -2.49119, -0.08983], [-1.39327, -2.93445, -0.66149]],
  "nbo_charge": [-0.462, -0.417, 0.256, -0.877, 0.206, 0.202, 0.203, 0.150, 0.374, 0.366, -0.073, -0.382, -0.443, 0.172, 0.139, 0.204, 0.176, 0.206],
  "e_homo_ev": -9.47,
  "smiles": "C/N=C\\N.C=NC",
  "charge": 0
}